Entry 1:
Here is a cluster of 2 separate species, C9H13INO2 in total at a distorted geometry from the Open Molecules 2025 dataset. Energies are from ωB97M-V/def2-TZVPD.

```
! RIJCOSX wB97M-V def2-TZVPD def2/J DEFGRID3
* xyz 1 1
C -0.92 -0.89 3.16
C 0.36 -0.99 2.69
C -1.93 -0.77 2.18
C 0.61 -1.01 1.36
C -1.60 -0.61 0.84
C -0.94 -1.05 -2.07
C 1.76 2.14 -1.02
C -0.01 -0.96 -0.91
C 0.39 1.72 -1.15
N -0.33 -0.88 0.40
O -0.39 -0.55 -3.24
O 2.00 2.94 0.08
I -1.12 2.38 0.06
H -1.20 -1.26 4.11
H 1.16 -1.21 3.39
H -2.99 -0.67 2.53
H 1.57 -1.41 1.04
H -2.23 -0.53 -0.01
H -1.16 -2.20 -2.34
H -1.98 -0.51 -1.87
H 1.98 2.41 -2.06
H 2.46 1.30 -0.97
H 0.98 -1.19 -0.82
H 0.06 1.41 -2.13
H 0.54 -0.92 -3.33
H 2.94 3.32 0.11
*
```

For the LUMO energy (spin up / spin down), the calculation gives -0.1489 / -0.1866 Eh.


Entry 2:
Here is a structure of composition F4H12N2NaO14S4 at a distorted geometry from the Open Molecules 2025 dataset. Energies are from ωB97M-V/def2-TZVPD.

```
! RIJCOSX wB97M-V def2-TZVPD def2/J DEFGRID3
* xyz -1 1
Na -0.79 1.79 -0.31
N -0.57 -5.48 3.66
S -1.23 -5.91 2.42
O -0.49 -6.17 1.21
O -2.60 -5.46 2.26
F -1.41 -7.43 2.86
S 0.22 -4.20 2.97
O -0.62 -3.37 2.15
O 1.60 -4.52 2.53
F 0.40 -3.41 4.34
N 2.57 0.46 -3.01
S 3.28 1.59 -4.02
O 2.38 2.31 -4.91
O 4.63 1.33 -4.38
F 3.56 2.65 -2.83
S 2.85 -0.74 -3.82
O 4.26 -1.19 -3.72
O 2.18 -0.84 -5.13
F 2.03 -1.82 -3.02
O 4.23 0.94 1.18
H 5.09 1.34 1.13
H 3.95 0.84 0.27
O -2.16 5.19 -2.25
H -2.93 5.75 -2.15
H -1.51 5.75 -2.68
O -4.50 0.27 1.72
H -5.43 0.47 1.74
H -4.46 -0.68 1.64
O 0.84 4.33 3.34
H 1.28 5.18 3.43
H 0.91 3.93 4.20
O -2.80 -1.72 -3.17
H -3.09 -1.49 -4.05
H -2.08 -2.33 -3.31
O -3.45 4.47 3.12
H -3.58 3.53 3.17
H -2.54 4.60 3.40
*
```

For the LUMO energy, the calculation gives -0.0274 Eh.


Entry 3:
Here is a structure of composition C5H9NS at a distorted geometry from the Open Molecules 2025 dataset. Energies are from ωB97M-V/def2-TZVPD.

```
! RIJCOSX wB97M-V def2-TZVPD def2/J DEFGRID3
* xyz 0 1
C 0.93 -0.87 0.82
C 1.84 0.04 -0.31
C 1.55 0.39 -1.74
C -1.47 0.11 0.58
C -0.25 -0.28 1.55
N 3.01 -0.12 0.23
S 2.64 -0.80 1.76
H 0.89 -1.88 0.44
H 0.80 1.16 -2.01
H 1.11 -0.54 -2.28
H 2.42 0.74 -2.29
H -1.72 -0.74 -0.05
H -1.20 1.11 0.13
H -2.40 0.33 1.21
H -0.66 -1.01 2.32
H 0.07 0.51 2.36
*
```

For the LUMO energy, the calculation gives 0.0261 Eh.


Entry 4:
Here is an isolated molecule of C7H8BBrO2 at a distorted geometry from the Open Molecules 2025 dataset. Energies are from ωB97M-V/def2-TZVPD.

```
! RIJCOSX wB97M-V def2-TZVPD def2/J DEFGRID3
* xyz 0 1
B 0.99 -1.61 0.49
C 1.00 1.56 0.62
C -0.39 1.58 1.20
C 1.19 0.57 -0.30
C -1.40 0.92 0.58
C 0.26 -0.59 -0.55
C -1.14 0.03 -0.62
C -2.16 0.10 -1.52
O 1.78 -2.57 0.04
O 0.75 -1.56 1.81
Br -1.91 -0.84 -3.17
H 1.66 2.33 0.85
H -0.60 2.10 2.06
H 2.12 0.27 -0.76
H -2.30 1.00 1.08
H 0.49 -1.16 -1.48
H -2.83 0.92 -1.41
H 2.20 -2.32 -0.76
H 0.28 -0.72 1.84
*
```

For the LUMO energy, the calculation gives 0.0029 Eh. As for the SMILES: OB(O)[C@@H]1C=CC=C/C1=C/Br.


Entry 5:
Here is a cluster of 7 separate species, C38H49N10 in total at a distorted geometry from the Open Molecules 2025 dataset. Energies are from ωB97M-V/def2-TZVPD.

```
! RIJCOSX wB97M-V def2-TZVPD def2/J DEFGRID3
* xyz 1 1
C 1.73 -0.36 1.42
C 0.84 -0.76 0.09
C -0.05 0.53 -0.48
N -0.89 1.00 0.69
N -2.14 1.46 0.30
C -2.23 2.96 -0.02
C -1.71 3.72 1.38
C -3.22 0.61 0.28
N -3.55 -0.60 -0.57
C -3.70 -1.68 0.52
C -4.56 -0.78 1.63
N -4.38 0.71 1.24
H 1.14 0.29 2.22
H 1.97 -1.39 1.97
H 2.74 0.20 1.16
H 1.59 -1.13 -0.73
H 0.08 -1.61 0.37
H 0.72 1.38 -0.81
H -0.70 0.25 -1.42
H -1.01 0.24 1.41
H -1.60 3.25 -0.96
H -3.36 3.30 -0.15
H -2.14 3.03 2.26
H -0.53 3.59 1.43
H -2.06 4.83 1.46
H -4.58 -0.42 -0.74
H -2.60 -1.66 0.98
H -4.14 -2.72 0.21
H -4.08 -0.98 2.68
H -5.71 -0.90 1.48
H -3.87 1.12 2.08
N -5.56 -0.65 -2.88
C -6.26 -0.03 -3.86
C -6.08 -0.27 -5.21
C -5.13 -1.21 -5.59
C -4.39 -1.86 -4.61
C -4.65 -1.56 -3.28
H -6.99 0.70 -3.51
H -6.67 0.26 -5.95
H -4.96 -1.42 -6.64
H -3.64 -2.60 -4.87
H -4.10 -2.05 -2.48
N 3.34 -3.37 3.15
C 2.86 -4.52 3.66
C 3.05 -4.93 4.97
C 3.80 -4.12 5.81
C 4.32 -2.92 5.32
C 4.06 -2.59 4.00
H 2.28 -5.12 2.96
H 2.64 -5.87 5.32
H 3.98 -4.41 6.84
H 4.91 -2.27 5.95
H 4.44 -1.67 3.57
N -1.72 5.24 -5.19
C -2.25 4.06 -4.78
C -3.35 3.97 -3.94
C -3.93 5.14 -3.48
C -3.40 6.37 -3.87
C -2.30 6.36 -4.73
H -1.77 3.17 -5.17
H -3.74 3.00 -3.65
H -4.79 5.11 -2.81
H -3.82 7.30 -3.53
H -1.85 7.29 -5.07
N 8.32 -3.81 6.64
C 7.60 -3.96 5.50
C 8.15 -3.90 4.23
C 9.51 -3.67 4.11
C 10.28 -3.51 5.26
C 9.64 -3.59 6.49
H 6.54 -4.13 5.65
H 7.52 -4.02 3.36
H 9.98 -3.61 3.13
H 11.35 -3.33 5.20
H 10.20 -3.48 7.42
N -6.85 6.56 -2.77
C -7.02 6.74 -4.10
C -7.56 7.89 -4.66
C -7.96 8.91 -3.80
C -7.81 8.75 -2.43
C -7.25 7.57 -1.97
H -6.69 5.92 -4.72
H -7.66 7.98 -5.73
H -8.39 9.82 -4.21
H -8.11 9.53 -1.74
H -7.11 7.40 -0.90
N 7.80 -4.94 1.22
C 8.03 -4.76 -0.10
C 8.13 -5.79 -1.02
C 7.99 -7.10 -0.55
C 7.76 -7.32 0.80
C 7.66 -6.22 1.64
H 8.13 -3.72 -0.41
H 8.32 -5.59 -2.06
H 8.07 -7.94 -1.24
H 7.64 -8.33 1.19
H 7.48 -6.34 2.70
*
```

For the LUMO energy, the calculation gives -0.1779 Eh.


Entry 6:
Here is a cluster of 2 separate species, CH5NOS2 in total at a distorted geometry from the Open Molecules 2025 dataset. Energies are from ωB97M-V/def2-TZVPD.

```
! RIJCOSX wB97M-V def2-TZVPD def2/J DEFGRID3
* xyz 0 1
S -0.29 1.10 -2.31
S 0.83 2.58 -1.19
H -1.49 1.71 -2.21
H 1.55 1.46 -0.74
C 0.50 -1.18 1.18
N -0.80 -1.09 0.92
O 1.43 -1.75 0.52
H 0.87 -0.62 2.13
H -1.47 -1.12 1.69
H -1.13 -1.08 0.00
*
```

For the LUMO energy, the calculation gives -0.0048 Eh. As for the SMILES: NC=O.SS.


So what do the calculations give for energy above the lowest of the compared OMol25 structures with the same formula, charge and spin? Going down the list: 372.3; 334.2; 238.7; 308.6; 557.8; 95.4 kJ/mol.
So what do the calculations give for electronic energy? Going down the list: -23217.9467; -90465.6939; -17653.7199; -82202.6068; -55087.4897; -26325.4120 eV.